[1]
DFT (wB97M-V/def2-TZVPD) results for 3 unconnected molecules or ions with the total composition C34H34F3N3O2.

## Properties
**Frontier orbital gap**: 8.3 eV
**HOMO level**: -0.3162 Eh
**SMILES string**: C=Cc1c(F)cc(-c2ccncc2)c2nc(COCCC)c(CCCO)nc12.Fc1ccccc1.Fc1ccccc1
**M**: 573.7 u
**Net charge**: 0
**Calculated total energy**: -52525.0643 eV

Element x y z (Å)
H: 1.14 1.59 -5.72
C: 4.34 7.32 -1.03
H: 2.30 5.03 -3.79
H: -2.78 0.26 -2.27
H: -3.39 -6.05 2.94
C: 2.75 -0.78 2.60
C: 3.28 7.37 -1.91
H: -0.08 -5.14 0.76
C: 1.26 0.13 -0.78
H: -0.88 -3.24 1.53
N: 0.26 -0.29 -1.61
C: -4.83 -0.45 -1.96
H: -2.32 -4.95 -0.94
C: -2.71 -3.57 5.16
C: 3.27 1.02 0.92
C: 2.08 1.23 -1.17
H: -5.00 -0.03 -2.96
C: 4.36 8.21 0.04
H: -2.02 -3.11 0.22
C: -1.51 -1.82 -2.12
C: -2.18 -6.27 4.72
H: -0.93 -5.53 -1.93
H: 2.46 3.89 -1.67
H: 1.42 8.26 -2.47
C: -1.32 -5.38 -0.92
C: 2.53 -0.05 1.32
C: 2.07 3.97 -3.76
N: 1.69 3.40 -4.91
H: -3.28 0.00 -0.57
H: 2.05 -0.60 3.40
H: 3.69 2.49 -0.57
C: 2.18 3.32 -2.55
H: 1.45 9.84 -0.55
H: -5.30 0.99 -0.36
N: 0.76 -1.58 0.86
H: -6.07 -0.60 -0.19
C: 1.50 -0.50 0.46
C: 1.56 1.33 -3.66
H: 3.61 -2.52 3.35
O: -1.39 -6.68 -0.31
H: -1.44 -1.26 -3.06
C: 2.26 9.14 -0.68
H: 5.18 8.20 0.74
C: -2.97 -5.57 3.82
H: 1.37 0.27 -3.70
C: 3.05 1.66 -0.31
O: -2.81 -1.71 -1.56
C: 1.92 1.95 -2.46
H: 3.33 9.80 1.05
H: -1.97 -7.32 4.55
H: -5.08 -1.51 -2.04
H: 0.57 -4.32 -0.63
C: 2.23 8.26 -1.76
C: -1.94 -4.29 6.06
C: -3.22 -4.23 4.05
C: 3.78 -1.61 2.78
H: -1.35 -2.88 -2.37
C: -3.34 -0.38 -1.59
F: -3.98 -3.55 3.17
C: -0.42 -1.32 -1.20
F: 3.26 6.50 -2.95
H: -1.06 -6.18 6.55
C: -1.67 -5.63 5.84
C: -0.35 -4.53 -0.10
H: 4.77 -1.38 2.41
H: -1.54 -3.79 6.93
C: -0.96 -3.20 0.45
H: -2.24 -7.08 -0.54
C: -0.17 -1.99 0.04
H: -2.93 -2.52 5.30
C: 1.45 2.09 -4.81
C: -5.76 0.16 -0.90
F: 4.26 1.47 1.70
H: -6.67 0.53 -1.37
H: 5.13 6.61 -1.18
C: 3.32 9.12 0.21

---

[2]
DFT (wB97M-V/def2-TZVPD) results for 2 unconnected molecules or ions with the total composition C4H14N4.

## Properties
**Frontier orbital gap**: 8.1 eV
**HOMO level**: -0.2650 Eh
**M**: 118.2 u
**Net charge**: 0
**Calculated total energy**: -10332.3872 eV

Element x y z (Å)
H: 0.69 -1.19 0.48
C: -1.20 -1.76 -1.27
H: 1.17 -0.53 -1.92
H: -0.33 -2.41 -1.27
N: 0.30 -0.16 -0.04
H: -0.23 0.35 1.89
H: 0.12 -2.09 1.05
C: 0.99 0.31 -1.26
H: -2.07 -2.37 -1.03
C: -1.08 -0.66 -0.24
H: -2.94 -0.31 -0.05
H: -1.34 -1.32 -2.27
H: -1.05 2.13 0.68
C: 0.41 0.83 1.15
N: -2.03 0.08 0.17
H: 2.09 0.01 1.96
H: 1.97 1.65 2.11
H: 1.94 0.74 -0.96
H: 0.46 2.63 0.18
H: 0.39 1.06 -1.77
N: -0.06 2.15 0.91
N: 1.81 0.87 1.49

---

[3]
DFT (wB97M-V/def2-TZVPD) results for a molecular structure, C43H63BN4P2PtSi.

## Properties
**Frontier orbital gap**: 7.0 eV
**HOMO level**: -0.2488 Eh
**M**: 931.9 u
**Net charge**: 0
**Calculated total energy**: -81955.8042 eV

Element x y z (Å)
H: 2.60 1.40 1.15
C: 2.09 2.25 0.68
C: -2.49 -2.29 0.38
H: 0.60 -6.04 -2.06
C: -3.22 -0.34 -1.76
H: -0.40 3.24 -0.80
H: 2.19 1.20 -1.20
H: 2.82 -4.09 -1.35
H: 3.95 4.65 -1.69
H: -4.71 1.00 -2.51
C: 4.86 -0.47 2.06
H: -0.31 5.98 -0.76
H: 3.07 -1.08 -4.42
H: -0.78 -4.08 0.85
C: -0.12 1.67 2.68
H: -4.33 -2.06 -4.93
H: -2.14 -2.47 -4.16
H: -1.04 -2.63 4.29
H: -1.46 6.49 0.47
Si: -0.61 -1.16 2.26
C: 4.17 0.06 3.14
H: 1.60 -4.61 1.07
H: -1.28 1.61 6.38
H: -0.23 3.65 5.44
H: 3.35 5.49 0.73
N: 2.28 -1.15 -1.25
H: 3.66 3.24 1.75
H: 5.04 4.25 -0.36
N: 2.75 -0.91 1.72
H: -2.90 5.88 -1.29
H: -3.27 -1.49 3.56
H: -3.75 -3.49 -0.90
C: -3.87 -0.09 -4.18
P: 0.30 1.72 0.89
H: -4.96 -1.72 -3.32
C: 2.84 -0.25 2.88
H: -4.69 0.35 -4.75
H: -0.15 -3.51 3.06
H: 1.97 -0.03 3.47
H: 4.13 2.34 -2.08
C: 4.05 -1.50 -2.48
C: 3.85 2.59 -1.05
H: 1.76 -5.26 -3.13
C: -2.19 -1.31 -2.34
H: 1.75 2.89 -1.36
H: -3.94 3.74 -0.65
H: -3.43 4.60 0.80
H: 2.55 -5.70 -0.73
C: -0.25 -4.47 -0.03
C: -3.63 -3.03 0.07
C: -4.52 -2.62 2.25
C: -0.24 -2.55 3.56
C: 2.39 2.20 -0.82
H: -3.15 -3.19 -2.92
C: 1.14 -5.11 -2.24
C: 3.03 -1.16 -3.35
H: -1.13 4.60 1.80
C: -3.07 4.08 -0.09
H: -2.42 2.02 -0.35
H: 1.39 -3.10 0.17
H: 4.19 -3.04 0.28
H: -2.96 0.05 -4.77
H: 5.90 -0.47 1.84
C: -0.81 -3.81 -1.29
H: -1.77 -4.29 -1.53
H: 5.07 -1.76 -2.68
C: -3.37 -1.92 2.57
C: 0.02 2.79 3.49
H: 0.73 -3.06 -2.64
N: 3.57 -1.48 -1.23
H: -2.46 2.55 1.33
H: 5.53 -1.67 -0.22
C: -4.09 -1.58 -3.98
H: 2.10 3.93 2.10
C: 1.94 -0.96 -2.53
C: 4.04 4.08 -0.76
C: -0.68 0.50 3.22
H: -5.31 -2.73 2.98
C: 1.24 -4.19 0.12
C: -2.34 -1.76 1.66
H: 2.08 4.85 -0.29
C: -0.55 4.58 0.87
H: 0.46 3.70 3.10
H: 4.58 0.58 3.97
H: 4.48 1.99 -0.40
B: 4.39 -1.89 0.02
H: -2.76 0.20 -0.93
C: -1.09 0.51 4.54
H: -4.04 -0.91 -1.33
P: -1.19 -2.02 -0.90
C: -1.11 5.63 -0.10
C: -4.63 -3.21 1.01
C: -2.85 -2.24 -3.37
H: -1.52 -0.38 4.97
C: 2.99 4.59 0.24
H: -1.45 -0.70 -2.88
H: 0.94 -0.65 -2.79
C: -0.95 1.63 5.35
C: -3.74 0.62 -2.83
C: -0.37 2.77 4.82
H: -3.06 1.47 -2.92
N: 3.98 -1.04 1.23
H: -5.50 -3.80 0.76
H: -1.88 4.55 -1.83
H: 0.48 4.82 1.10
C: 2.04 -4.79 -1.05
H: 0.69 -2.37 4.08
C: -2.26 5.06 -0.94
Pt: 0.74 -0.79 0.39
H: -0.42 -5.55 -0.06
C: -0.71 3.19 0.25
H: -0.42 -4.17 -3.40
C: -2.21 2.86 0.31
C: 2.70 3.52 1.29
C: 0.15 -3.97 -2.48

---

Repeat the second record exactly.
DFT (wB97M-V/def2-TZVPD) results for 2 unconnected molecules or ions with the total composition C4H14N4.

## Properties
**Frontier orbital gap**: 8.1 eV
**HOMO level**: -0.2650 Eh
**M**: 118.2 u
**Net charge**: 0
**Calculated total energy**: -10332.3872 eV

Element x y z (Å)
H: 0.69 -1.19 0.48
C: -1.20 -1.76 -1.27
H: 1.17 -0.53 -1.92
H: -0.33 -2.41 -1.27
N: 0.30 -0.16 -0.04
H: -0.23 0.35 1.89
H: 0.12 -2.09 1.05
C: 0.99 0.31 -1.26
H: -2.07 -2.37 -1.03
C: -1.08 -0.66 -0.24
H: -2.94 -0.31 -0.05
H: -1.34 -1.32 -2.27
H: -1.05 2.13 0.68
C: 0.41 0.83 1.15
N: -2.03 0.08 0.17
H: 2.09 0.01 1.96
H: 1.97 1.65 2.11
H: 1.94 0.74 -0.96
H: 0.46 2.63 0.18
H: 0.39 1.06 -1.77
N: -0.06 2.15 0.91
N: 1.81 0.87 1.49